A cluster of 4 separate species, C18H38N3O3 in total, computed with ωB97M-V/def2-TZVPD.

Each line ends with the Löwdin charge.
Geometry (Å):
1 C -0.04612 -1.75619 -3.11557  -0.02
2 C 1.18707 -1.94555 -2.54739  -0.11
3 N 2.06414 -0.99444 -2.23868  0.12
4 C 1.61945 0.23700 -2.49688  -0.08
5 C 0.39964 0.53025 -3.02026  -0.19
6 N -0.04556 1.92606 -3.22411  -0.02
7 C -0.96174 2.39121 -2.10912  -0.06
8 C -0.19033 2.68404 -0.82075  -0.17
9 N 1.16446 3.16087 -1.02240  -0.04
10 C 1.41280 3.78195 -2.30056  -0.17
11 C 1.02956 2.93099 -3.53016  -0.07
12 C -0.47226 -0.47977 -3.36843  0.01
13 H -0.66565 -2.60145 -3.35104  0.12
14 H 1.49100 -2.95882 -2.32804  0.11
15 H 2.28947 1.05022 -2.26101  0.12
16 H -0.63908 1.89183 -4.04910  0.18
17 H -1.65621 1.57915 -1.95701  0.12
18 H -1.48855 3.26652 -2.46550  0.14
19 H -0.79280 3.37982 -0.24216  0.11
20 H -0.15187 1.76176 -0.25005  0.12
21 H 1.85809 2.47615 -0.77669  0.10
22 H 2.47691 3.96967 -2.36463  0.13
23 H 0.92014 4.74697 -2.34303  0.13
24 H 1.87595 2.45430 -3.99709  0.13
25 H 0.62521 3.60358 -4.27868  0.13
26 H -1.44315 -0.28264 -3.79422  0.13
27 C -5.26758 3.31069 0.58485  -0.05
28 C -3.78433 2.98755 0.51524  -0.50
29 C -3.31356 2.24744 1.75883  -0.05
30 O -3.02554 4.18994 0.34048  -0.07
31 H -5.47582 3.95921 1.43888  0.09
32 H -5.58786 3.84108 -0.31212  0.08
33 H -5.86597 2.40499 0.68646  0.09
34 H -3.58737 2.37608 -0.36967  0.12
35 H -3.46224 2.86351 2.64839  0.09
36 H -2.24689 2.02287 1.69549  0.06
37 H -3.85747 1.31205 1.89354  0.09
38 H -3.18410 4.74915 1.10828  0.09
39 C 3.72153 -5.09482 1.54647  -0.06
40 C 2.23896 -5.05981 1.21343  -0.49
41 C 1.95250 -5.64764 -0.15802  -0.06
42 O 1.75862 -3.70926 1.25866  -0.07
43 H 4.29127 -4.50820 0.82004  0.08
44 H 3.90335 -4.66110 2.52987  0.08
45 H 4.10415 -6.11561 1.54073  0.08
46 H 1.68221 -5.61124 1.97100  0.14
47 H 2.46567 -5.06466 -0.92983  0.07
48 H 0.88334 -5.60572 -0.37165  0.08
49 H 2.28184 -6.68379 -0.23405  0.08
50 H 2.24853 -3.20968 0.59732  0.07
51 C -0.67537 -1.02457 2.84947  -0.06
52 C 0.24072 -1.05960 4.06196  -0.50
53 C 1.57752 -0.39412 3.76775  -0.06
54 O 0.44567 -2.40761 4.46917  -0.05
55 H -0.21616 -1.57447 2.02215  0.07
56 H -1.62762 -1.50796 3.06975  0.08
57 H -0.87273 -0.00023 2.52207  0.06
58 H -0.23986 -0.55468 4.90070  0.14
59 H 2.09250 -0.91905 2.95777  0.07
60 H 2.22441 -0.43304 4.64387  0.08
61 H 1.44691 0.65086 3.47798  0.07
62 H 0.87017 -2.87204 3.73728  0.07

Cartesian forces, eV/Å:
-0.6583 -0.0519 -0.2788
1.0456 -0.9190 0.4646
-0.9615 0.3134 -0.3128
1.2931 0.3646 0.5640
-0.6879 0.3369 -0.3469
-0.0357 -0.1988 -0.0576
0.3791 0.1356 0.1491
-0.0322 -0.4466 0.0991
-0.1318 0.0768 -0.1947
0.3180 -0.3885 0.2626
-0.1061 0.9399 -0.0044
-0.0861 0.1501 0.0742
-0.1188 -0.1999 -0.0314
0.1492 -0.1219 0.0284
0.2382 -0.0192 0.0365
0.0073 -0.0352 -0.1093
-0.3572 -0.0612 0.0447
-0.0674 0.1993 -0.2225
-0.0949 0.1941 0.0198
0.0967 -0.1252 0.2203
0.0375 -0.0382 0.0516
0.2064 0.2161 -0.0674
-0.2180 0.1314 -0.0217
0.1344 -0.4947 0.0753
-0.2320 -0.0015 -0.1999
-0.1843 0.0439 -0.1210
-0.0261 0.0325 -0.1951
-0.2087 0.1552 0.5107
0.1556 -0.0574 -0.1035
0.1545 -0.2187 -0.2925
0.0223 -0.0659 0.0662
0.0086 -0.0331 -0.0152
-0.0016 0.0063 0.0277
0.0590 0.0795 -0.0682
-0.0859 -0.0026 -0.0009
-0.0183 -0.0222 -0.0131
-0.0060 0.0078 0.0207
-0.0051 0.0614 0.0087
-0.0144 0.0503 0.1376
0.3490 0.0619 -0.3408
-0.1947 0.0110 -0.0369
-0.2498 -0.0156 0.2563
-0.0157 -0.0614 -0.0698
-0.0251 -0.0405 0.0174
0.0087 0.0033 -0.0151
-0.1032 0.1380 0.0459
0.1126 -0.0564 0.0201
-0.0019 -0.0492 0.0375
0.0275 0.0112 -0.0016
0.0849 0.0436 0.0244
-0.1690 0.0014 -0.1055
0.2509 -0.1440 -0.3652
0.0551 0.0631 0.0909
-0.0804 0.0606 0.1568
0.0583 0.0344 -0.0050
-0.0006 0.0339 0.0515
0.0160 0.0033 0.0268
-0.0091 -0.1027 0.0795
-0.0668 -0.0015 -0.0483
-0.0318 0.0255 0.0197
0.0068 0.0018 0.0007
0.0108 -0.0150 -0.0446

Total charge: +1
Total energy in eV: -29888.062

***

An isolated molecule of C17H20N2O3S, computed with ωB97M-V/def2-TZVPD.

Each line ends with the Löwdin charge.
Geometry (Å):
1 S -1.33223 -3.04204 2.38492  0.76
2 N -0.31417 1.25735 5.34681  0.12
3 O -0.94689 1.31849 4.09875  0.03
4 O -1.19774 -3.84940 -0.07065  -0.03
5 O -2.16201 -1.63401 0.33524  -0.08
6 C -1.66538 -2.83952 0.78078  -0.76
7 C 0.92439 0.99163 5.20664  -0.39
8 C 1.21593 0.82683 3.88958  -0.01
9 C 0.08775 1.03738 3.21326  -0.20
10 C -0.75932 -3.13487 -4.10329  -0.12
11 C -1.95197 -3.56837 -3.63435  -0.11
12 C 0.32923 -2.87636 -3.26541  -0.07
13 C -2.18846 -3.84606 -2.28040  0.02
14 C 0.15859 -3.10756 -1.92715  -0.02
15 C -1.10082 -3.58330 -1.42016  -0.23
16 N 1.46056 1.54831 1.21352  -0.19
17 C 2.00007 0.93942 6.21108  -0.02
18 C 2.03402 2.82603 1.51387  -0.10
19 C 1.61176 1.05858 -0.17223  -0.19
20 C -1.71529 -0.39184 0.94880  -0.17
21 C 0.43292 0.14069 -0.41727  -0.14
22 C 0.05596 1.22750 1.75429  -0.14
23 C -0.28821 -0.04768 0.85521  -0.27
24 H 2.17752 0.67009 3.52354  0.11
25 H -0.78641 -3.16329 -5.18764  0.10
26 H -2.61326 -4.05802 -4.43754  0.14
27 H 1.29180 -2.53012 -3.70548  0.12
28 H -3.11310 -4.22010 -1.92319  0.11
29 H 1.02925 -3.10876 -1.37023  0.10
30 H 1.85455 0.51343 7.19310  0.07
31 H 2.25384 2.03439 6.45447  0.11
32 H 2.91629 0.48097 5.78441  0.09
33 H 2.99844 2.85230 0.93838  0.10
34 H 1.31909 3.69301 1.36843  0.10
35 H 2.25105 2.79914 2.60185  0.07
36 H 2.58320 0.48841 -0.35537  0.13
37 H 1.72336 1.95812 -0.87620  0.13
38 H -2.35196 0.32176 0.41287  0.14
39 H -2.06974 -0.34988 2.02568  0.13
40 H 0.72114 -0.83576 -0.85880  0.10
41 H -0.08501 0.67862 -1.31421  0.16
42 H -0.64281 2.03140 1.54344  0.15
43 H 0.20507 -0.81293 1.48838  0.14

Cartesian forces, eV/Å:
-0.4887 -0.3047 -0.7159
-2.7041 0.6683 2.0317
2.8057 -0.6338 -0.7725
-1.5232 1.9966 0.9134
1.1870 -2.5253 -1.2632
1.7062 0.8703 1.6859
0.0924 -0.5968 0.9495
0.1840 -0.2727 -1.5956
-0.4285 0.3384 0.0066
0.4587 0.2316 -0.9893
-1.9950 -2.5934 -0.4398
-0.0995 0.3340 -1.3540
2.3113 1.2458 0.1948
-2.3174 -1.0092 -0.3998
0.1274 0.6448 -1.8649
-1.6242 -1.4289 0.0210
1.4426 2.0593 1.0653
0.0615 -0.0092 0.7218
1.7358 0.7704 0.1117
-2.5691 0.6453 0.8769
-0.3098 0.5507 -3.8684
0.7735 -0.1095 -2.5369
0.9738 0.1206 3.0488
1.1544 -0.3334 -0.8651
1.0170 0.5614 0.0030
0.4517 1.3112 1.4947
-0.7822 -0.4264 0.5995
-0.6133 -0.3464 0.3600
1.2683 0.2583 1.7634
-0.6643 -0.4015 0.0088
-0.0892 -1.4366 -0.3935
-0.6617 0.2934 0.1634
-0.9653 0.6299 0.6077
0.9100 -0.5864 -0.3830
0.2322 0.4540 -0.5465
-0.8769 0.6888 0.7275
-0.6565 -1.1849 0.6245
0.1972 -0.0139 -0.0236
0.5483 -0.3489 -1.1393
-0.0053 0.6375 0.3575
-0.1966 -1.1237 1.8235
-0.2783 0.4428 -0.2798
0.2102 -0.0675 -0.7296

Total charge: 0
Structure (SMILES): Cc1cc([C@@H]2[C@@H](COC(=S)Oc3ccccc3)CCN2C)on1
Total energy in eV: -37906.633

***

What are the max |F| values for these records? In order: 1.47 3.92 eV/A.
What are the HOMO-LUMO gap values for these records? In order: 8.58 8.98 eV.